DFT (ωB97M-V with the def2-TZVPD basis set) results for an isolated molecule of C7H10F2O3 at a distorted geometry.

Summary:
- orbital gap (spin up / spin down) (eV) = 8.5 / 7.2
- highest occupied orbital energy (spin up / spin down) (eV) = -8.1 / -6.9
- net charge = 0
- multiplicity = 1
- energy relative to the best compared isomer or geometry (same formula, charge and spin) (kcal per mole) = 24.2
- largest force on an atom (eV Å⁻¹) = 4.22
- LUMO (spin up / spin down) (eV) = 0.33 / 0.24

The geometry in XYZ format:
```
22
Properties=species:S:1:pos:R:3:nbo_charge:R:1
H -1.113 -2.528 1.519 0.23
O 2.191 1.059 -1.608 -0.73
C 0.136 -1.889 -0.309 -0.20
H 0.285 -0.934 2.483 0.20
H 0.495 2.392 -1.368 0.20
H 1.070 -1.279 -2.055 0.23
H 0.781 1.552 -2.930 0.18
C -0.407 -0.420 1.817 -0.03
H 2.760 1.509 -0.934 0.50
H -2.075 0.592 2.153 0.48
H -1.832 0.084 -1.126 0.47
C 0.895 1.472 -1.825 -0.12
F 1.516 0.917 1.267 -0.34
F -0.339 2.029 1.784 -0.34
C 0.377 -0.946 -1.242 -0.29
C 0.176 0.837 1.326 0.67
C -0.059 0.423 -1.332 0.29
O -1.356 0.824 -1.310 -0.66
C -0.874 -1.542 0.828 -0.45
H -1.886 -1.281 0.605 0.21
H 0.791 -2.778 -0.305 0.22
O -1.532 -0.091 2.563 -0.70
```